Molecular formula: C53H48N7OPRh
Method: DFT, ωB97M-V/def2-TZVPD

The expectation value of S² is 6.251. The calculation puts the gap between HOMO and LUMO (spin up / spin down) at 4.57 / 5.48 eV. The spin multiplicity is 5. The value obtained for the total energy is -80496.9496 eV. Its charge is +1. The HOMO energy (spin up / spin down) is -7.4421 / -9.1160 eV.

Geometry as XYZ:
```
111
Properties=species:S:1:pos:R:3:forces:R:3:lowdin_charge:R:1
Rh -0.53306 0.36726 -0.09623 -0.94 -3.77 -2.39 0.788
C -1.30894 -7.29746 -1.53074 0.31 -0.49 1.87 -0.068
C -0.44504 -6.99820 -0.45356 0.46 -0.70 0.30 -0.076
C -0.54393 -5.81430 0.27502 -0.69 -0.46 -1.44 -0.032
C -1.52169 -4.89706 -0.14477 0.96 1.05 -0.59 -0.142
C -2.32103 -5.16072 -1.28830 1.03 1.65 1.01 -0.043
C -2.27814 -6.37011 -1.90674 0.06 -0.91 -1.03 -0.088
C -1.47990 -3.50598 0.38565 -1.78 -0.09 -1.06 -0.026
C -1.05334 -3.17270 1.64692 -0.43 2.41 0.28 -0.158
C -0.74387 -3.75785 2.86569 1.32 -1.12 1.07 0.020
C -0.19418 -2.83442 3.77517 -1.11 -3.42 -0.14 0.044
C -0.28436 -1.59868 3.14164 -0.37 1.79 0.42 -0.198
N -0.87360 -1.77438 1.90037 -0.10 0.83 -0.72 0.027
C 0.03509 -0.35577 3.67148 1.00 1.52 -1.65 -0.043
C 0.55970 0.77819 2.81692 -2.19 0.01 -1.08 -0.133
C 1.61218 1.50159 3.47552 2.10 1.05 -0.97 0.007
C 2.66517 2.09151 2.82358 -1.71 -1.02 1.80 -0.010
C 2.73770 2.30559 1.36040 1.15 0.17 0.36 -0.202
C 3.19943 1.02703 0.61217 -1.29 -0.19 -0.35 -0.012
C 4.37406 0.36106 1.11178 -0.31 -0.60 -0.35 -0.193
C 5.30083 0.80813 2.05497 -0.29 0.64 0.40 -0.036
C 6.41453 0.06555 2.40835 -0.38 0.57 -0.81 -0.071
C 6.70652 -1.09418 1.70728 0.06 -0.45 -0.06 -0.083
C 5.76713 -1.64627 0.82669 -0.12 0.76 0.70 -0.054
C 4.60319 -0.92714 0.59737 0.13 -0.99 -0.60 -0.040
C 2.65177 0.45547 -0.66039 0.21 0.01 -2.77 -0.225
N 1.35049 0.17256 -1.04588 2.11 0.61 0.18 -0.033
C 1.36033 -0.26862 -2.39021 0.49 -0.11 0.54 -0.236
C 0.09015 -0.74291 -2.83104 -0.34 0.31 -0.06 -0.168
C -0.38587 -0.88359 -4.18562 -0.24 -0.25 -1.92 -0.175
C 0.37137 -0.30875 -5.26582 -0.16 -0.07 1.76 -0.045
C -0.08478 -0.43000 -6.56040 -0.96 -0.59 1.13 -0.085
C -1.25276 -1.16947 -6.86949 1.01 -0.11 0.63 -0.083
C -1.92889 -1.89499 -5.87181 0.49 0.78 0.30 -0.078
C -1.59237 -1.62235 -4.53885 2.17 0.84 0.09 -0.028
C -0.76673 -0.97815 -1.69435 -1.34 -1.17 0.70 -0.236
C -1.83302 -0.82945 1.36616 -1.51 -2.07 0.84 -0.174
C -2.75358 -1.35899 0.44724 3.05 0.95 -0.73 0.023
C -2.04632 -2.37281 -0.38013 -0.12 -0.71 1.00 -0.225
N -1.52130 -2.08276 -1.60636 1.07 1.33 0.10 0.099
C 2.72817 -0.31386 -2.87989 -1.84 0.65 -0.14 -0.037
C 3.50590 0.16701 -1.86557 0.36 0.93 1.78 -0.053
N 0.11047 1.18203 1.59950 1.67 1.85 3.04 -0.049
C 0.01261 -0.06700 5.12434 0.91 -0.71 0.64 -0.213
C 0.63658 -0.90443 6.05490 -0.16 -0.50 0.23 -0.049
C 0.41329 -0.81296 7.43373 1.16 -0.79 0.40 -0.082
C -0.28939 0.25345 7.94825 -0.31 0.23 -1.38 -0.075
C -0.75142 1.22476 7.02584 0.30 0.13 1.25 -0.069
C -0.57783 1.07349 5.66826 -0.18 0.44 0.20 -0.056
H -1.24805 -8.33218 -1.85545 -0.16 0.35 -0.67 0.104
H 0.36063 -7.71339 -0.12624 -1.04 0.63 -0.65 0.122
H 0.23481 -5.59961 0.98406 -0.15 0.27 0.40 0.107
H -2.72474 -4.27386 -1.79394 -0.62 -0.65 0.49 0.106
H -2.95617 -6.52735 -2.75055 0.40 -0.22 0.20 0.112
H -0.83659 -4.82619 2.96535 0.22 -0.11 0.42 0.114
H 0.19665 -3.18776 4.75965 -0.43 0.99 -1.12 0.131
H 1.70356 1.34176 4.52456 0.10 0.15 0.51 0.107
H 3.48238 2.44728 3.44518 -0.19 -0.04 -0.03 0.119
H 5.16125 1.78154 2.50995 0.14 -0.08 0.07 0.095
H 7.03879 0.53109 3.14231 0.65 -0.23 0.22 0.101
H 7.65653 -1.59796 1.78843 0.12 -0.05 0.44 0.101
H 5.99106 -2.62737 0.42057 -0.34 0.21 -0.27 0.107
H 3.81438 -1.27745 -0.06355 0.51 -0.52 0.26 0.105
H 1.28294 0.28599 -4.98323 -0.99 -0.73 -0.64 0.115
H 0.54805 0.03210 -7.25722 0.22 0.52 -1.47 0.086
H -1.57053 -1.21201 -7.88821 -0.08 -0.29 -0.51 0.089
H -2.62413 -2.69843 -6.15347 -0.10 0.80 0.28 0.109
H -2.05280 -1.96829 -3.64748 -0.83 -1.01 0.02 0.054
H -2.26460 -0.18114 2.10506 0.42 0.62 0.49 0.122
H -3.64645 -0.79001 0.18127 0.30 -0.41 -0.04 0.088
H 3.06041 -0.53033 -3.90298 -0.27 -0.15 0.70 0.107
H 4.60935 0.32710 -1.98138 -1.26 -0.17 0.57 0.130
H 1.37466 -1.61766 5.71703 -0.25 -0.31 -0.18 0.111
H 0.90493 -1.55991 8.14185 -0.72 1.11 -1.14 0.132
H -0.37885 0.28898 9.00598 -0.40 0.52 0.66 0.093
H -1.17800 2.18540 7.34602 0.13 -0.62 0.16 0.111
H -0.79144 1.97943 5.11944 -0.43 -0.33 -0.74 0.118
C -4.50891 3.31992 -1.74136 -0.05 0.79 0.90 -0.098
N -4.28403 2.15930 -2.73232 -1.99 -0.37 -0.08 -0.091
C -3.48701 2.67844 -3.88494 1.06 1.13 -0.98 -0.112
N -2.24149 3.31441 -3.47415 -1.69 1.47 0.04 -0.152
C -2.54271 4.41860 -2.50502 0.47 0.43 -1.29 -0.133
N -3.26863 3.91849 -1.32599 -0.99 1.33 -1.39 -0.148
C -2.41898 3.09041 -0.53345 0.15 -1.26 1.13 -0.309
P -1.99969 1.49262 -1.36745 2.56 1.74 -0.52 0.966
C -3.63110 1.01480 -2.04577 -0.99 -0.88 1.96 -0.246
C -1.28987 2.37654 -3.02968 0.84 -2.75 1.13 -0.217
H -5.05203 2.95172 -0.83286 0.39 -0.01 -0.97 0.158
H -5.14637 4.05279 -2.28650 0.51 -0.47 0.37 0.153
H -5.26650 1.91308 -3.07717 1.66 0.07 0.41 0.217
H -4.10541 3.41671 -4.40642 -0.04 -0.05 0.25 0.146
H -3.29210 1.87394 -4.59418 0.07 -0.21 0.24 0.150
H -3.07943 5.18437 -3.07729 -0.89 -0.46 0.26 0.131
H -1.64334 5.05674 -2.32393 -0.22 -1.33 0.67 0.151
H -2.75496 2.84132 0.50053 -0.53 0.30 -0.71 0.113
H -1.51796 3.64088 -0.30902 0.56 -0.04 -0.19 0.075
H -4.32210 0.69873 -1.18086 0.94 0.51 -1.23 0.119
H -3.46268 0.11153 -2.63732 -0.30 0.31 -0.55 0.099
H -1.10818 1.61754 -3.83644 -0.25 0.43 0.79 0.095
H -0.27835 2.77114 -2.79476 -0.82 0.14 0.05 0.100
C 1.53348 3.38091 -0.55842 -0.08 0.30 0.63 -0.009
C 1.56436 3.22967 1.00558 -0.53 -1.49 -2.43 -0.472
C 1.53239 4.57981 1.70642 -0.10 0.41 -1.38 0.002
O 0.30545 2.64623 1.47288 0.13 -0.86 0.05 -0.140
H 0.70195 4.05373 -0.80361 0.26 0.07 -0.12 0.061
H 1.39785 2.44154 -1.10671 -0.02 0.24 0.47 0.046
H 2.49063 3.80377 -0.89721 -0.32 0.13 0.07 0.105
H 3.63953 2.90848 1.25443 0.09 0.56 -0.28 0.149
H 1.23544 4.41287 2.70503 -0.51 0.05 1.14 0.072
H 0.83111 5.27294 1.17585 0.36 -0.70 0.57 0.106
H 2.48029 5.08791 1.73007 0.61 0.05 -0.20 0.091
```
Forces are in eV/Å.